DFT (ωB97M-V with the def2-TZVPD basis set) results for a molecular structure, C67H64KN3O6P2S2Te2 at a distorted geometry.

- Orbital gap: 5.202 eV
- Multiplicity: 1
- E: -5822.41781 Eh
- HOMO level: -1.841 eV
- Total charge: -2
- LUMO: 3.362 eV
- ΔE to the lowest compared entry with this formula, charge and spin: 34.9 kcal/mol

Last column: Löwdin charge in e.
Cartesian coordinates (Å):
K 0.048 -0.531 -0.726  0.6938
N -0.234 -0.438 3.180  0.0646
C -0.667 -1.534 4.000  -0.3123
C -0.078 -1.671 5.258  -0.0478
C -0.496 -2.662 6.132  -0.1074
C -1.518 -3.529 5.764  -0.1060
C -2.098 -3.408 4.510  -0.0999
C -1.690 -2.424 3.611  -0.2816
P -2.294 -2.243 1.859  1.1540
C -4.089 -2.613 1.965  -0.3644
C -4.721 -2.939 0.761  -0.0955
C -6.089 -3.152 0.709  -0.0834
C -6.860 -3.024 1.860  -0.1101
C -6.250 -2.667 3.054  -0.0968
C -4.875 -2.458 3.104  -0.1034
C -1.687 -3.930 1.349  -0.3337
C -2.374 -5.136 1.490  -0.1171
C -1.764 -6.341 1.167  -0.1067
C -0.453 -6.361 0.704  -0.0952
C 0.239 -5.168 0.552  -0.1072
C -0.377 -3.962 0.865  -0.0809
H 0.597 -0.674 2.639  0.0614
H -0.962 -0.202 2.505  0.0090
H 0.699 -0.971 5.544  0.1013
H -0.033 -2.750 7.110  0.0905
H -1.853 -4.303 6.445  0.0900
H -2.868 -4.112 4.212  0.0996
H -4.127 -3.007 -0.144  0.0907
H -6.559 -3.405 -0.235  0.0966
H -7.931 -3.190 1.820  0.0881
H -6.846 -2.541 3.952  0.0927
H -4.414 -2.153 4.037  0.0913
H -3.398 -5.140 1.847  0.0968
H -2.318 -7.269 1.268  0.0913
H 0.020 -7.301 0.442  0.0945
H 1.242 -5.169 0.149  0.0386
H 0.180 -3.036 0.710  0.0746
S -5.068 0.861 -1.023  0.8929
C -3.993 0.417 -2.269  -0.4782
C -2.781 0.017 -1.791  -0.2760
C -2.621 0.034 -0.357  -0.2148
C -3.794 0.480 0.203  -0.5171
C -4.152 0.727 1.604  -0.3027
C -5.384 1.316 1.978  -0.0589
C -5.674 1.545 3.302  -0.0973
C -4.749 1.180 4.278  -0.0965
C -3.587 0.575 3.843  -0.1656
N -3.289 0.349 2.563  0.0792
H -4.323 0.474 -3.300  0.0436
H -2.006 -0.300 -2.488  0.0639
H -6.100 1.581 1.213  0.0621
H -6.619 1.996 3.582  0.0936
H -4.925 1.357 5.332  0.0868
H -2.843 0.247 4.564  0.1011
C -1.174 2.233 -5.629  -0.0640
C -0.183 1.890 -4.544  -0.2791
C 0.636 0.783 -4.631  0.0194
C 1.524 0.418 -3.612  -0.0878
C 2.525 -0.607 -3.965  -0.3056
O 2.271 -1.564 -4.653  0.0528
C 3.987 -0.345 -3.656  -0.1273
C 4.511 0.942 -3.657  -0.0295
C 5.874 1.148 -3.470  -0.1022
C 6.719 0.065 -3.264  -0.1197
C 6.196 -1.225 -3.267  -0.0888
C 4.838 -1.429 -3.481  -0.0222
C 1.544 1.135 -2.386  -0.4254
O 2.192 0.795 -1.338  -0.2123
C 0.791 2.347 -2.372  -0.1025
C -0.052 2.689 -3.405  0.0145
C 0.920 3.173 -1.119  -0.1904
N 0.069 2.976 -0.194  0.1470
C 0.213 3.568 1.133  -0.3096
C -0.533 2.706 2.156  -0.4800
Te 0.354 2.797 4.103  1.2324
C 0.420 4.926 4.162  -0.5620
C 1.587 5.578 4.556  -0.1602
C 1.680 6.965 4.513  -0.1076
C 0.607 7.723 4.062  -0.1131
C -0.569 7.083 3.684  -0.0992
C -0.664 5.698 3.747  -0.1491
C 2.117 4.096 -1.049  -0.1183
C 3.354 3.666 -1.527  -0.0066
C 4.467 4.493 -1.482  -0.0823
C 4.368 5.778 -0.961  -0.1068
C 3.140 6.230 -0.500  -0.0950
C 2.027 5.397 -0.548  -0.0382
H -1.032 1.585 -6.496  0.0655
H -1.071 3.270 -5.958  0.0659
H -2.200 2.097 -5.278  0.0697
H 0.617 0.167 -5.526  0.1150
H 3.847 1.781 -3.829  0.1180
H 6.273 2.157 -3.479  0.0940
H 7.779 0.223 -3.106  0.0930
H 6.850 -2.075 -3.110  0.0970
H 4.410 -2.428 -3.510  0.0958
H -0.641 3.598 -3.321  0.1231
H -0.208 4.571 1.138  0.0955
H 1.267 3.654 1.415  0.0959
H -0.475 1.659 1.852  0.0179
H -1.591 2.952 2.226  0.0461
H 2.441 4.994 4.884  0.0832
H 2.601 7.452 4.813  0.0937
H 0.684 8.802 4.006  0.0904
H -1.415 7.664 3.335  0.0967
H -1.594 5.215 3.468  0.0989
H 3.449 2.652 -1.895  0.0849
H 5.418 4.126 -1.851  0.0902
H 5.241 6.419 -0.913  0.0904
H 3.042 7.230 -0.091  0.0939
H 1.075 5.786 -0.218  0.1048
C 4.018 -2.462 0.700  -0.2169
S 3.052 -1.191 -0.172  0.9475
O 1.751 -1.254 0.581  -0.6720
C 3.991 0.156 0.585  -0.3567
C 5.071 0.702 -0.089  -0.0719
C 5.772 1.753 0.481  -0.0912
C 5.388 2.263 1.716  -0.0949
C 4.303 1.707 2.386  -0.0794
C 3.599 0.651 1.820  -0.0587
H 3.913 -2.308 1.774  0.0549
H 5.065 -2.394 0.391  0.0523
H 3.597 -3.426 0.402  0.0396
H 5.348 0.320 -1.068  0.0854
H 6.609 2.193 -0.049  0.0978
H 5.918 3.105 2.145  0.0942
H 3.988 2.104 3.342  0.0839
H 2.735 0.224 2.316  0.0980
C -3.571 -4.871 -2.175  -0.0759
C -2.660 -3.754 -2.637  -0.2927
O -1.343 -4.298 -2.796  -0.3454
P -0.146 -3.225 -3.113  0.1311
O -0.344 -2.052 -2.201  -0.5333
Te 1.705 -4.711 -2.926  0.3432
O -0.599 -2.725 -4.589  -0.2836
C -0.403 -3.556 -5.735  -0.3231
C -0.191 -2.657 -6.936  -0.0838
H -4.600 -4.510 -2.091  0.0667
H -3.245 -5.244 -1.201  0.0600
H -3.544 -5.699 -2.888  0.0732
H -2.640 -2.939 -1.907  0.0915
H -3.013 -3.331 -3.583  0.1150
H -1.283 -4.192 -5.872  0.1115
H 0.459 -4.206 -5.584  0.0467
H -1.009 -1.936 -7.013  0.0719
H -0.151 -3.248 -7.855  0.0661
H 0.746 -2.108 -6.822  0.0618